*1*
# C5H11BO2

2 unconnected molecules or ions with the total composition C5H11BO2 (ωB97M-V with the def2-TZVPD basis set, the OMol25 dataset).

Last column: natural (NBO) charge in e.
Geometry (Å):
B1 4.4295 0.0033 -0.8313  1.20
C1 -0.9883 -1.2949 0.0426  -0.41
C2 0.1771 -0.3900 0.2538  -0.44
C3 -1.1944 0.1244 0.2258  -0.06
C4 -1.6492 0.8205 -1.0459  -0.60
C5 -1.6039 0.6657 1.5850  -0.59
O1 3.9759 -1.1177 -0.4364  -0.89
O2 4.9777 0.9657 -1.2128  -0.84
H1 -1.2294 -1.6158 -0.9651  0.21
H2 -1.1515 -2.1458 0.7227  0.22
H3 0.8014 -0.0646 -0.5510  0.19
H4 -2.3624 1.6494 -0.7913  0.22
H5 -2.1329 0.1202 -1.7246  0.21
H6 -0.7472 1.2275 -1.4849  0.21
H7 -1.5107 -0.0155 2.3584  0.21
H8 -2.6206 1.1049 1.4900  0.21
H9 -0.9488 1.5380 1.6618  0.21
H10 3.0101 -1.1887 -0.4369  0.53
H11 0.7677 -0.3864 1.1403  0.21

* highest occupied orbital energy: -10.352 eV
* SMILES string: CC1(C)CC1.O=BO
* orbital gap: 10.549 eV
* charge: 0
* E_LUMO: 0.20 eV

***

*2*
# C5H11BO2

A single C5H11BO2 molecule (ωB97M-V with the def2-TZVPD basis set, the OMol25 dataset).

Last column: natural (NBO) charge in e.
Geometry (Å):
B1 -2.5231 0.0906 -0.4323  0.89
C1 -0.4739 0.1970 1.1024  -0.02
C2 1.3126 0.2619 -0.8011  -0.08
C3 0.6615 -0.5666 0.2014  -0.31
C4 2.2106 1.3715 -0.3819  -0.68
C5 0.0284 -1.8388 -0.3483  -0.61
O1 -1.7284 0.3644 0.5863  -0.75
O2 -3.8185 0.4042 -0.4939  -0.94
H1 -0.5684 -0.4001 2.0174  0.17
H2 -0.0598 1.1805 1.3481  0.18
H3 0.8408 0.3468 -1.7669  0.17
H4 1.3899 -0.8270 0.9780  0.20
H5 1.6508 2.2199 0.0395  0.21
H6 2.7781 1.7498 -1.2304  0.22
H7 2.9123 1.0390 0.3853  0.21
H8 0.7804 -2.4571 -0.8276  0.22
H9 -0.7359 -1.5854 -1.0843  0.21
H10 -0.4395 -2.4108 0.4494  0.21
H11 -4.2181 0.8601 0.2588  0.49

* highest occupied orbital energy (alpha / beta): -7.663 / -7.175 eV
* orbital gap (alpha / beta): 7.625 / 7.621 eV
* charge: 0
* E_LUMO (alpha / beta): -0.04 / 0.45 eV

***

Pick *1*: it beats the second-best structure by 53.9 kcal/mol.

***

*1*
# C2H3Cl2N

2 unconnected molecules or ions with the total composition C2H3Cl2N (ωB97M-V with the def2-TZVPD basis set, the OMol25 dataset).

Last column: natural (NBO) charge in e.
Geometry (Å):
C1 -1.2251 -0.9134 -0.2295  0.27
C2 1.4132 0.2053 0.3799  -0.44
N1 -1.7562 -0.6569 -1.2175  -0.71
Cl1 2.4639 -0.5788 -0.6512  0.06
Cl2 1.6771 2.0343 0.2722  -0.12
H1 0.3027 0.2199 0.0220  0.24
H2 1.3378 -0.0110 1.4840  0.24
H3 -2.1562 -0.3102 -2.0936  0.46

* highest occupied orbital energy: -10.232 eV
* orbital gap: 11.100 eV
* charge: 0
* E_LUMO: 0.87 eV

***

*2*
# C2H3Cl2N

2 unconnected molecules or ions with the total composition C2H3Cl2N (ωB97M-V with the def2-TZVPD basis set, the OMol25 dataset).

Last column: natural (NBO) charge in e.
Geometry (Å):
C1 -0.9291 -0.2398 0.0550  0.15
C2 1.2503 -0.0750 0.3196  -0.34
N1 -1.2963 0.6201 -0.7474  -0.64
Cl1 2.0166 -1.3058 -0.5549  0.03
Cl2 1.5176 1.5335 -0.1478  0.06
H1 -1.4865 -0.8729 0.8108  0.17
H2 1.2102 -0.3531 1.3057  0.20
H3 -2.2827 0.6931 -1.0410  0.37

* highest occupied orbital energy: -8.478 eV
* orbital gap: 9.379 eV
* charge: 0
* E_LUMO: 0.90 eV

***

*3*
# C2H3Cl2N

2 unconnected molecules or ions with the total composition C2H3Cl2N (ωB97M-V with the def2-TZVPD basis set, the OMol25 dataset).

Last column: natural (NBO) charge in e.
Geometry (Å):
C1 0.1654 -1.5300 0.2722  0.12
C2 1.2968 2.0774 -0.4714  -0.14
N1 0.8144 -2.5145 -0.1041  -0.59
Cl1 1.1851 -0.1974 0.8570  -0.05
Cl2 1.3313 3.6653 0.2428  -0.01
H1 -0.9427 -1.3352 0.2381  0.22
H2 2.3386 1.9396 -0.6099  0.08
H3 1.8037 -2.5052 0.0902  0.37

* highest occupied orbital energy: -9.067 eV
* orbital gap: 8.297 eV
* charge: 0
* E_LUMO: -0.77 eV

***

Pick *1*: it beats the second-best structure by 25.1 kcal/mol.

***

*1*
# C37H48N9O

10 unconnected molecules or ions with the total composition C37H48N9O (ωB97M-V with the def2-TZVPD basis set, the OMol25 dataset).

Last column: Löwdin charge in e.
Geometry (Å):
C1 0.7350 38.3450 41.0480  -0.27
O1 0.6450 36.9750 41.1130  -0.49
H1 1.1490 38.7280 41.9770  0.05
H2 -0.3340 38.6380 41.0710  0.07
H3 1.2890 38.6690 40.0770  0.08
N1 2.6630 38.9950 44.7050  0.01
C2 3.9850 39.3010 44.8490  -0.19
C3 4.1320 40.6010 45.3100  -0.12
C4 2.7180 41.0440 45.3890  -0.14
C5 1.8730 40.1390 44.8060  -0.12
H4 2.5540 37.9910 44.3670  0.10
H5 4.7220 38.5420 44.6110  0.10
H6 5.0170 41.3370 44.9990  0.12
H7 2.6270 42.0940 45.6280  0.07
H8 0.8320 40.2000 44.4760  0.08
N2 2.5340 36.8100 39.0600  -0.04
C6 3.4110 35.7260 39.2040  -0.11
C7 4.2090 35.7940 38.0520  -0.09
C8 3.7600 36.9830 37.2100  -0.08
C9 2.7340 37.5870 37.9670  -0.18
H9 1.6900 36.9460 39.6350  0.07
H10 3.2600 35.1740 40.0650  0.08
H11 4.9970 34.8590 38.0120  0.13
H12 3.9710 37.4730 36.2920  0.06
H13 2.0780 38.4410 37.9520  0.11
N3 0.5150 43.0890 42.6810  -0.02
C10 -0.2600 43.9550 43.4330  -0.19
C11 -1.3530 43.2870 43.7370  -0.09
C12 -1.2980 41.8320 43.0830  -0.02
C13 -0.1290 41.9460 42.4330  -0.23
H14 1.5250 43.3580 42.3180  0.21
H15 0.1870 44.9430 43.6880  0.12
H16 -2.1870 43.6550 44.4320  0.10
H17 -1.9150 41.1120 43.2730  0.00
H18 0.1400 41.1740 41.6530  0.12
N4 4.8250 39.1000 39.6560  -0.05
C14 5.9550 39.6300 39.1250  -0.22
C15 6.5670 40.5400 39.9860  -0.08
C16 5.6060 40.5060 41.1930  -0.09
C17 4.6110 39.5540 40.9480  -0.15
H19 4.1830 38.2900 39.2590  0.14
H20 6.3300 39.1010 38.1120  0.16
H21 7.3460 41.3020 39.8360  0.08
H22 5.6800 41.1270 42.2080  0.11
H23 3.7590 39.0760 41.4730  0.11
N5 2.2890 36.3860 43.3250  -0.04
C18 1.6760 36.0900 44.4570  -0.19
C19 2.7070 35.7110 45.3420  -0.07
C20 4.0290 35.7470 44.5820  -0.08
C21 3.7380 36.1980 43.3200  -0.10
H24 1.7600 36.7750 42.4300  0.13
H25 0.6750 36.0740 44.6770  0.09
H26 2.4480 35.2080 46.3130  0.09
H27 4.9470 35.4180 44.9730  0.07
H28 4.4060 36.3330 42.5750  0.06
N6 -1.3900 36.7610 39.2810  -0.01
C22 -2.5920 37.3500 39.4680  -0.18
C23 -3.3650 37.1110 38.3390  -0.08
C24 -2.5070 36.1450 37.4530  -0.07
C25 -1.2740 36.0210 38.1040  -0.14
H29 -0.5320 36.9900 39.9490  0.10
H30 -3.0160 37.8910 40.3240  0.11
H31 -4.2570 37.6110 37.9220  0.07
H32 -2.5730 35.6580 36.5130  0.05
H33 -0.5760 35.4140 37.9010  0.03
N7 3.8350 41.7480 38.7140  0.03
C26 4.2640 43.1080 38.3640  -0.15
C27 3.2410 43.8980 38.3280  -0.09
C28 2.0370 42.9390 38.5660  -0.16
C29 2.3730 41.7240 38.7610  -0.16
H34 4.2330 40.8380 38.8900  0.04
H35 5.3420 43.2880 37.9770  0.14
H36 3.1110 44.8670 38.0030  0.06
H37 0.8940 43.1210 38.5790  0.11
H38 1.6540 40.8220 39.0420  0.14
N8 0.3830 34.0350 41.2010  0.00
C30 1.2500 33.3070 42.0800  -0.14
C31 0.7790 32.0470 42.0350  -0.15
C32 -0.4210 31.9870 41.1700  -0.14
C33 -0.6150 33.2230 40.6550  -0.17
H39 0.6370 35.1020 41.1010  0.12
H40 2.1320 33.6750 42.7970  0.14
H41 1.1050 31.2210 42.6170  0.07
H42 -1.0020 31.1060 41.3740  0.08
H43 -1.3240 33.4550 39.7010  0.15
N9 -1.5230 37.0510 43.0160  0.00
C34 -1.4730 38.2550 43.6700  -0.15
C35 -2.8090 38.4650 44.1040  -0.11
C36 -3.5270 37.1900 43.8730  -0.18
C37 -2.8510 36.3450 43.1210  -0.09
H44 -0.7860 36.6400 42.3570  0.11
H45 -0.6490 38.8430 43.4990  0.05
H46 -2.9450 39.2950 44.9270  0.11
H47 -4.5630 37.0230 44.3400  0.11
H48 -2.8440 35.3020 42.7350  0.12

* highest occupied orbital energy: -5.912 eV
* orbital gap: 8.542 eV
* charge: -1
* E_LUMO: 2.63 eV

***

*2*
# C37H48N9O

10 unconnected molecules or ions with the total composition C37H48N9O (ωB97M-V with the def2-TZVPD basis set, the OMol25 dataset).

Last column: Löwdin charge in e.
Geometry (Å):
C1 -0.6640 0.4145 0.0326  -0.27
O1 -0.9560 -0.8975 0.1806  -0.44
H1 -1.4720 0.7775 -0.3874  0.00
H2 0.3040 0.7565 -0.5104  0.09
H3 -0.6220 0.7915 1.0686  0.08
N1 1.6720 0.7065 4.1196  0.02
C2 2.7590 1.4225 4.6336  -0.16
C3 2.3230 2.6155 5.0196  -0.07
C4 0.7750 2.7325 4.6946  -0.04
C5 0.4660 1.5545 4.1036  -0.10
H4 1.7830 -0.1585 3.4886  0.09
H5 3.6530 0.9795 4.7376  0.07
H6 2.8190 3.2695 5.5396  0.01
H7 0.3300 3.6255 4.7636  0.03
H8 -0.3760 1.0595 3.6926  0.08
N2 1.5140 -1.4505 -1.6274  0.00
C6 2.1600 -2.5925 -1.2054  -0.13
C7 3.2470 -2.7855 -2.0674  -0.07
C8 2.9900 -1.8825 -3.2934  -0.08
C9 1.9460 -1.0155 -2.9214  -0.13
H9 0.7450 -1.1225 -1.2254  0.02
H10 2.0410 -3.1295 -0.3444  0.06
H11 4.1430 -3.5665 -2.0544  0.12
H12 3.5960 -1.8145 -4.1934  0.08
H13 1.4790 -0.2515 -3.5584  0.12
N3 -3.3150 4.7355 0.2556  -0.03
C10 -4.1350 5.5435 -0.4454  -0.15
C11 -4.6580 4.7775 -1.3674  -0.13
C12 -4.1230 3.4485 -1.4004  0.00
C13 -3.1910 3.4825 -0.2754  -0.08
H14 -2.6240 4.9075 0.9386  0.13
H15 -4.2420 6.5225 0.1266  0.14
H16 -5.3050 5.0925 -1.9684  0.02
H17 -4.3410 2.7395 -1.9994  0.01
H18 -2.4720 2.7835 0.1466  0.09
N4 3.6820 0.4905 -0.7584  0.00
C14 4.8110 0.6185 -1.5274  -0.14
C15 5.5770 1.6005 -0.9404  -0.13
C16 4.9960 1.8605 0.3496  -0.12
C17 3.7640 1.1585 0.4336  -0.13
H19 2.9720 -0.0965 -1.1814  0.08
H20 5.0530 0.0845 -2.4014  0.10
H21 6.5740 2.1215 -1.1334  0.12
H22 5.1350 2.4175 1.2716  0.09
H23 2.9730 1.3075 1.2146  0.12
N5 0.5870 -1.6925 2.2366  -0.02
C18 -0.0050 -2.1445 3.4026  -0.09
C19 1.1230 -2.6485 4.1766  -0.06
C20 2.3890 -2.3275 3.3446  -0.08
C21 1.9500 -1.7325 2.1216  -0.16
H24 0.1660 -1.1255 1.5316  0.06
H25 -1.0170 -2.3595 3.5296  0.08
H26 0.8930 -2.9685 5.2346  0.09
H27 3.3970 -2.5185 3.7486  0.08
H28 2.4610 -1.2475 1.3316  0.08
N6 -2.2440 -1.1955 -2.3104  0.00
C22 -3.5640 -1.1315 -2.6264  -0.20
C23 -3.7790 -1.6555 -3.8264  -0.08
C24 -2.4270 -2.3665 -4.2324  -0.05
C25 -1.6040 -2.0115 -3.1824  -0.21
H29 -1.8100 -0.9845 -1.3694  0.10
H30 -4.2310 -0.3395 -2.0914  0.14
H31 -4.5930 -1.6505 -4.4254  0.03
H32 -2.1470 -3.0285 -5.0464  0.07
H33 -0.4770 -2.3465 -3.0814  0.14
N7 3.0410 3.0975 -2.1244  0.00
C26 3.5350 4.3355 -2.6034  -0.12
C27 2.6790 4.7155 -3.5644  -0.06
C28 1.4540 3.8065 -3.3714  -0.10
C29 1.6630 2.9285 -2.4344  -0.12
H34 3.6600 2.5085 -1.5354  0.07
H35 4.5830 4.5525 -2.3364  0.11
H36 2.7100 5.4095 -4.2344  0.01
H37 0.5800 4.0845 -3.8714  0.07
H38 1.2410 2.1275 -1.8774  0.07
N8 -1.1990 -3.6075 0.0256  -0.01
C30 -0.2090 -4.4675 0.5246  -0.14
C31 -0.6070 -5.7345 0.0716  -0.05
C32 -1.8100 -5.4285 -0.9264  -0.11
C33 -2.0940 -4.1545 -0.8154  -0.23
H39 -0.9300 -2.6155 0.2886  0.09
H40 0.6060 -4.2805 1.0916  0.05
H41 -0.3430 -6.8125 0.2456  0.07
H42 -2.6030 -6.0835 -1.4494  0.10
H43 -2.7620 -3.5365 -1.4374  0.11
N9 -3.0850 -0.6275 1.7486  -0.03
C34 -4.0270 0.3695 1.9766  -0.13
C35 -5.2820 -0.3555 2.3496  -0.10
C36 -4.8820 -1.8185 2.2156  -0.15
C37 -3.5470 -1.8525 1.9286  -0.24
H44 -2.2650 -0.6425 1.1406  0.05
H45 -4.1380 1.6095 1.8976  0.14
H46 -6.3100 -0.0015 2.6116  0.07
H47 -5.5910 -2.7715 2.3226  0.11
H48 -2.9210 -2.9135 1.6546  0.18

* highest occupied orbital energy: -5.661 eV
* orbital gap: 8.157 eV
* charge: -1
* E_LUMO: 2.50 eV

***

Pick *1*: it beats the second-best structure by 11.2 kcal/mol.

***

*1*
# C2H5N4

A molecular structure, C2H5N4 (ωB97M-V with the def2-TZVPD basis set, the OMol25 dataset).

Last column: natural (NBO) charge in e.
Geometry (Å):
C1 1.3359 0.6734 0.0056  0.32
C2 -1.2298 0.4557 -0.1847  0.01
N1 1.4287 -0.6236 0.3007  -0.33
N2 0.2499 -0.8609 -0.4352  0.11
N3 0.1532 0.5277 -0.6462  -0.21
N4 -1.0171 -0.8993 0.2057  -0.46
H1 2.0182 1.4985 0.0780  0.27
H2 -1.4907 1.4028 1.1280  0.18
H3 -2.0061 0.7420 -0.8807  0.24
H4 2.1930 -1.2623 0.5015  0.46
H5 -1.6353 -1.6541 -0.0727  0.42

* highest occupied orbital energy: -14.123 eV
* orbital gap: 8.885 eV
* charge: +1
* E_LUMO: -5.24 eV

***

*2*
# C2H5N4

A molecular structure, C2H5N4 (ωB97M-V with the def2-TZVPD basis set, the OMol25 dataset).

Last column: natural (NBO) charge in e.
Geometry (Å):
C1 -2.8080 -0.2960 0.0132  0.13
C2 -1.7112 0.5080 -0.0269  0.28
N1 -3.5750 -1.1503 0.0283  -0.08
N2 -0.6631 1.0176 0.1047  0.05
N3 1.5413 -0.7698 -0.0278  -0.94
N4 0.5065 1.4639 0.0965  -0.57
H1 1.1624 0.3124 0.2128  0.42
H2 2.5146 -0.9066 -0.2466  0.44
H3 0.4993 2.2895 -0.4583  0.41
H4 0.9591 -1.3477 -0.6361  0.43
H5 1.5740 -1.1211 0.9401  0.43

* highest occupied orbital energy: -14.438 eV
* orbital gap: 9.513 eV
* charge: +1
* E_LUMO: -4.92 eV

***

Pick *2*: it beats the second-best structure by 80.9 kcal/mol.